Entry 1:
C30H21Br2N5O3S2Zn as an isolated structure, computed with wB97M-V/def2-TZVPD.

Relative energy (zero: lowest compared OMol25 entry of this formula, charge and spin) = 13.17 kcal/mol
Max |F| = 0.43 eV/A
Highest occupied orbital energy = -7.613 eV
M = 788.86 g mol⁻¹

```
! RIJCOSX wB97M-V def2-TZVPD def2/J DEFGRID3
* xyz 0 1
N -2.050 0.187 -0.784
C 3.020 -1.581 5.133
H -0.221 -0.574 5.127
C 3.282 -1.490 3.772
H 0.942 1.811 3.547
H 1.566 -1.328 6.691
C 1.553 4.652 1.842
C 0.716 -5.148 -0.384
H 1.685 6.063 -0.457
H 4.263 -1.738 3.389
H 1.695 -5.354 0.023
C 1.370 5.035 -0.596
C 0.753 1.947 1.422
C -1.730 -4.524 -1.386
C -4.397 1.369 -1.572
O -0.715 -1.460 1.610
C 1.028 2.445 2.676
H 2.064 -0.137 -5.128
H 2.086 -0.481 -2.656
N -0.810 -3.548 -1.205
N 0.562 2.396 -0.925
H -2.668 -4.168 -1.781
H -2.093 0.829 -4.795
C 1.035 -0.762 3.406
H 0.412 2.797 -2.919
S -0.250 -0.252 2.303
H 0.046 -7.170 -0.320
H 1.858 5.680 1.995
N 0.384 0.618 1.140
O -1.159 -2.321 -1.540
C 1.272 4.192 0.535
C -0.202 -6.148 -0.573
Br -5.993 2.210 -2.117
H -2.883 -0.032 1.081
Zn -0.104 -0.781 -0.410
C 0.433 -3.809 -0.703
C 0.762 -0.844 4.765
C -0.028 0.377 -5.119
C -3.357 1.236 -2.473
O -1.238 0.426 3.107
C 1.172 0.018 -4.539
C -1.034 0.394 -2.966
S 1.574 -2.547 -0.477
H 1.623 4.112 3.894
H -3.453 1.627 -3.473
C 2.288 -1.078 2.898
Br -0.146 0.600 -6.986
H 1.140 5.176 -2.717
C -4.268 0.899 -0.281
H 2.474 -1.003 1.836
C 1.186 -0.162 -3.166
H -2.221 -6.578 -1.249
C -1.460 -5.829 -1.087
C 1.072 4.554 -1.835
H -5.067 0.990 0.439
N 0.116 0.022 -2.405
C 1.765 -1.260 5.629
C 1.422 3.783 2.882
C 0.867 2.855 0.317
C -2.196 0.613 -2.041
C 0.664 3.207 -1.942
H 3.802 -1.899 5.811
C -3.059 0.319 0.070
C -1.152 0.570 -4.337
*
```

---

Entry 2:
C11H27ClO7S as an isolated structure, computed with wB97M-V/def2-TZVPD.

Max |F| = 1.71 eV/A
Highest occupied orbital energy = -10.239 eV
M = 338.85 g mol⁻¹

```
! RIJCOSX wB97M-V def2-TZVPD def2/J DEFGRID3
* xyz 0 1
O 0.544 2.799 -0.651
H -3.466 -1.472 -0.717
H -0.788 -2.455 -1.391
O 0.094 -2.103 0.949
H 2.361 1.997 -1.196
H -3.347 1.482 4.506
H 6.895 0.850 0.893
C -2.594 -1.398 -2.628
H 1.205 2.820 -3.269
H 4.985 0.030 -0.524
H -1.831 -1.756 1.404
O 5.474 1.939 -1.132
C -2.927 0.535 4.854
H -3.424 -3.046 -1.509
H -2.005 -1.232 4.039
O -1.385 -3.764 0.009
H 2.766 3.632 -3.050
H -3.724 -0.003 5.369
H -2.170 -2.106 -3.334
H 1.253 4.461 -2.640
H -4.668 -1.624 -3.176
O 0.398 -4.482 1.647
C -3.889 -0.872 -3.219
O 1.050 -3.832 -0.517
C 1.770 3.501 -2.627
H -1.609 0.258 3.167
H 3.977 1.340 0.103
H -1.244 -0.518 0.301
C -2.407 -0.282 3.688
H -2.131 0.751 5.567
S 0.137 -3.655 0.541
C -1.192 -1.570 0.538
H 5.876 2.140 1.514
H 5.491 0.452 1.898
O -3.451 -0.578 2.755
H -3.691 -0.563 -4.240
C -2.851 -2.143 -1.318
C 4.999 1.049 -0.124
H -3.800 0.262 2.436
H 6.377 1.682 -1.350
C 1.847 2.961 -1.212
H 0.065 2.180 -1.211
Cl -1.492 -0.008 -2.389
H -4.190 0.030 -2.698
C -1.543 -2.463 -0.603
C 5.862 1.123 1.122
H 2.394 3.651 -0.572
*
```

---

Entry 3:
A 3-piece molecular cluster, C4H10N2O overall, computed with wB97M-V/def2-TZVPD.

Relative energy (zero: lowest compared OMol25 entry of this formula, charge and spin) = 74.99 kcal/mol
Max |F| = 3.65 eV/A
SMILES string = CN=C=O.C=C.N
Highest occupied orbital energy = -9.353 eV
M = 102.14 g mol⁻¹

```
! RIJCOSX wB97M-V def2-TZVPD def2/J DEFGRID3
* xyz 0 1
H -2.800 1.117 0.043
N 0.267 -1.794 -1.398
C 1.277 -0.639 1.229
C -2.008 0.371 -0.023
H -2.405 -0.537 -0.469
H 2.124 1.261 0.880
H 2.145 -1.178 0.880
H 0.590 1.251 1.876
C 1.263 0.713 1.218
H 0.438 -1.296 -0.452
H -0.619 -1.623 -1.874
H 0.590 -1.198 1.849
C 0.018 1.583 -0.726
H -1.663 0.142 0.989
N -0.957 0.854 -0.846
H 0.964 -1.403 -2.029
O 0.776 2.377 -1.146
*
```

---

Entry 4:
A 3-piece molecular cluster, C19H26Br2F3N3O4 overall, computed with wB97M-V/def2-TZVPD.

Relative energy (zero: lowest compared OMol25 entry of this formula, charge and spin) = 28.22 kcal/mol
Max |F| = 1.80 eV/A
SMILES string = CCC[C@@H](C#N)[C@@](N)(C#N)CC[C@@](F)(Br)C(F)(F)Br.O=C1CCCO1.O=C1CCCO1
Highest occupied orbital energy = -10.001 eV
M = 577.24 g mol⁻¹

```
! RIJCOSX wB97M-V def2-TZVPD def2/J DEFGRID3
* xyz 0 1
H -1.692 1.395 -3.924
O -1.528 -2.508 -2.310
H -3.282 0.603 -3.940
H 2.690 -5.712 -4.533
C -2.202 0.432 -3.951
Br 3.397 3.724 7.455
N -0.834 2.617 2.723
H 1.941 1.757 5.572
C -0.717 -0.556 1.547
N 1.987 1.540 1.123
C -2.177 0.849 3.656
O -1.848 -0.328 -2.785
C 1.026 3.703 5.769
H -1.181 -0.431 -0.579
C -1.264 0.260 0.308
H 2.058 -4.457 -3.448
H -0.705 -0.243 -5.337
H 0.012 -1.298 1.116
H 0.577 -0.447 3.292
H 2.661 -1.813 -4.560
H -2.967 -2.195 -4.763
C 1.187 2.350 4.988
H 4.272 -3.559 -3.975
H -3.138 0.871 -0.629
C -1.952 -1.827 -4.596
H -3.377 -0.171 0.879
H -2.323 -0.210 -6.040
C 2.440 -4.655 -4.453
C 1.299 0.947 1.851
F 1.980 4.576 5.221
H 0.190 0.416 5.184
O 0.868 -2.548 -6.662
C -2.786 0.658 0.412
F 0.921 4.601 8.049
C 1.626 -3.095 -5.909
H 4.198 -4.221 -5.609
C 3.607 -3.758 -4.815
C -1.736 -1.642 -3.115
C 0.105 0.290 2.589
C 1.418 3.555 7.313
H -1.222 -2.519 -5.014
H 3.485 -2.032 -6.134
H -0.663 1.168 0.071
H -0.896 1.742 5.658
C -0.112 1.465 4.911
O 1.411 -4.334 -5.402
C -0.716 1.338 3.430
C 2.907 -2.521 -5.354
F 1.032 2.357 7.824
H 1.614 2.550 3.980
H 0.053 3.112 2.654
H -1.511 -1.186 2.026
H -2.844 1.582 1.045
N -3.254 0.414 3.682
Br -0.705 4.602 5.535
H -1.569 3.206 3.103
C -1.763 -0.417 -5.128
*
```

---

Entry 5:
C6H16N2 as an isolated structure, computed with wB97M-V/def2-TZVPD.

Relative energy (zero: lowest compared OMol25 entry of this formula, charge and spin) = 89.49 kcal/mol
Max |F| = 5.74 eV/A
Highest occupied orbital energy = -7.342 eV
M = 116.21 g mol⁻¹

```
! RIJCOSX wB97M-V def2-TZVPD def2/J DEFGRID3
* xyz 0 1
C -0.371 0.474 -0.374
H 0.855 2.224 -1.491
H -2.053 -1.079 0.524
H -0.651 -0.202 -1.176
N 1.129 1.290 -1.194
H -0.300 -2.895 0.128
C 1.530 0.514 -2.346
H 1.180 -0.849 0.288
C -1.119 -1.145 1.082
C -1.310 1.608 -0.047
H -1.387 -3.271 1.461
H -1.794 1.968 -0.953
C -0.617 -2.571 1.125
H -2.095 1.316 0.653
H 0.451 1.454 1.977
C 0.492 -0.083 0.630
H 2.456 0.895 -2.798
H -1.316 -0.727 2.068
H 0.774 0.452 -3.150
H 1.740 -0.517 -2.034
N 0.964 0.629 1.702
H 1.966 0.738 1.739
H 0.237 -2.665 1.797
H -0.763 2.444 0.390
*
```

---

Entry 6:
A 2-piece molecular cluster, C5H14S overall, computed with wB97M-V/def2-TZVPD.

Relative energy (zero: lowest compared OMol25 entry of this formula, charge and spin) = 46.38 kcal/mol
Max |F| = 3.52 eV/A
SMILES string = CCSC.CC
Highest occupied orbital energy = -8.539 eV
M = 106.23 g mol⁻¹

```
! RIJCOSX wB97M-V def2-TZVPD def2/J DEFGRID3
* xyz 0 1
H -0.541 -0.194 -1.654
H -0.974 -0.696 0.763
C 1.605 1.891 -1.513
C -0.890 0.693 -2.271
H 1.110 -0.186 -1.068
H 2.066 2.755 -1.030
H 2.246 1.988 -2.361
H -0.316 -0.859 3.223
H -1.967 0.719 -2.073
H 0.110 -1.996 1.354
H -1.086 -2.554 3.495
H 1.122 0.988 0.340
H -1.954 -0.880 3.233
S -0.122 2.350 -1.975
C -1.077 -1.496 2.956
H 2.557 0.398 -0.102
H -1.927 -2.236 1.134
C -0.921 -1.640 1.471
C 1.608 0.673 -0.610
H -0.650 0.280 -3.313
*
```

---

Entry 7:
A single C7H13N molecule, computed with wB97M-V/def2-TZVPD.

Relative energy (zero: lowest compared OMol25 entry of this formula, charge and spin) = 114.25 kcal/mol
Max |F| = 7.28 eV/A
SMILES string = C[C@H]1C[C@H]2C[C@@H]2CN1
Highest occupied orbital energy = -8.197 eV
M = 111.19 g mol⁻¹

```
! RIJCOSX wB97M-V def2-TZVPD def2/J DEFGRID3
* xyz 0 1
H -3.158 0.287 0.113
C -0.312 1.622 0.088
H 1.665 -0.164 1.801
H 2.831 0.483 0.663
C -0.010 -1.214 -0.694
H 1.855 -0.687 -1.212
H 1.285 1.867 -1.168
H -0.048 -2.031 0.238
H -0.026 -1.973 -1.561
H 0.114 2.221 0.796
C -2.469 -0.322 0.542
C -1.134 0.415 0.469
N 0.700 1.086 -0.765
C 2.031 -0.428 0.860
H -2.620 -1.017 1.393
H 2.512 -1.461 0.814
H -0.357 -0.114 1.069
H -1.733 0.020 -1.660
H -0.857 2.228 -0.637
C 1.140 -0.334 -0.458
C -1.410 -0.483 -0.691
*
```

---

Entry 8:
C8H6FI2OP as an isolated structure, computed with wB97M-V/def2-TZVPD.

Relative energy (zero: lowest compared OMol25 entry of this formula, charge and spin) = 11.59 kcal/mol
Max |F| = 5.77 eV/A
Highest occupied orbital energy = -9.052 eV
M = 421.91 g mol⁻¹

```
! RIJCOSX wB97M-V def2-TZVPD def2/J DEFGRID3
* xyz 0 1
C -1.396 -0.937 -1.201
H -0.444 1.752 -0.516
F -2.430 -1.715 -0.836
H -0.345 -2.638 0.290
P 0.038 -1.879 -2.034
I -2.326 0.475 -2.505
C -0.720 -0.094 0.466
H 0.435 2.834 1.610
H 0.813 -0.670 -1.868
C -0.014 -0.391 2.653
C -0.698 -2.442 1.375
C 0.271 0.950 2.657
H 0.685 1.310 3.582
I 0.023 -1.445 4.436
H 0.490 -2.409 -0.914
C -0.674 -0.965 1.537
C 0.141 1.763 1.545
O -0.887 -3.235 2.246
C -0.381 1.221 0.372
*
```

---

- What is the highest occupied orbital energy in the fifth record?
  -7.342 eV

---

- Look up the max |F| of the eighth one.
  5.77 eV/A

---

- Among the records above, which one has the highest highest occupied orbital energy?
  C6H16N2

---

- max |F| of number 7 (C7H13N)?
  7.28 eV/A